[1]
Here is a structure of composition C48H127F6N12O16S2Ti in a non-equilibrium geometry from OMol25. Energies are from ωB97M-V/def2-TZVPD.

```
212
C48H127F6N12O16S2Ti | OMol25 | ωB97M-V/def2-TZVPD
Ti 5.274 -5.240 -4.904
C 5.285 -1.489 -6.112
F 4.640 -2.503 -6.691
F 5.465 -0.527 -6.995
F 4.465 -0.944 -5.154
S 6.942 -2.164 -5.266
O 7.686 -2.816 -6.353
O 7.627 -0.982 -4.705
N 6.326 -3.389 -4.184
S 6.997 -2.971 -2.901
O 8.418 -3.091 -2.996
O 6.396 -1.716 -2.365
C 6.687 -4.385 -1.654
F 7.260 -5.527 -2.032
F 7.316 -3.980 -0.536
F 5.387 -4.467 -1.532
C 8.743 -7.617 -5.883
C 8.743 -6.313 -5.134
C 10.039 -5.478 -5.279
O 11.116 -6.026 -4.568
C 11.106 -5.631 -3.229
N 7.619 -5.560 -5.692
H 7.794 -8.131 -5.726
H 9.635 -8.114 -5.501
H 8.979 -7.480 -6.938
H 8.553 -6.471 -4.073
H 9.877 -4.442 -4.982
H 10.360 -5.436 -6.320
H 11.313 -4.569 -3.097
H 11.821 -6.259 -2.697
H 10.187 -5.896 -2.705
H 7.491 -4.749 -5.103
H 7.971 -5.125 -6.533
C 6.914 0.435 -9.254
C 7.482 0.634 -10.644
C 8.982 0.813 -10.750
O 9.342 2.023 -10.147
C 10.701 2.383 -10.320
N 6.965 -0.446 -11.464
H 5.944 -0.061 -9.262
H 6.829 1.306 -8.605
H 7.552 -0.258 -8.706
H 7.017 1.553 -11.001
H 9.295 0.759 -11.792
H 9.420 0.058 -10.097
H 10.871 3.451 -10.189
H 11.092 2.265 -11.331
H 11.365 1.911 -9.596
H 7.229 -1.297 -10.990
H 5.956 -0.492 -11.448
C 2.332 -5.958 -8.225
C 3.053 -5.210 -7.062
C 2.485 -5.694 -5.713
O 3.068 -4.963 -4.583
C 2.518 -5.273 -3.319
N 4.550 -5.420 -7.213
H 2.318 -7.035 -8.060
H 2.754 -5.658 -9.185
H 1.301 -5.607 -8.211
H 2.946 -4.132 -7.179
H 2.808 -6.734 -5.672
H 1.401 -5.667 -5.602
H 1.745 -6.041 -3.310
H 2.135 -4.335 -2.917
H 3.322 -5.635 -2.677
H 4.835 -5.346 -8.180
H 4.765 -6.373 -6.959
C 3.386 6.963 -6.484
C 4.760 6.366 -6.437
C 4.673 4.901 -7.007
O 3.966 3.944 -6.187
C 3.909 2.731 -6.886
N 5.712 7.261 -7.143
H 3.356 7.759 -5.740
H 2.596 6.301 -6.129
H 3.122 7.332 -7.474
H 5.025 6.291 -5.382
H 5.696 4.554 -7.148
H 4.247 4.950 -8.009
H 3.266 1.972 -6.440
H 4.910 2.304 -6.832
H 3.530 2.776 -7.908
H 6.563 6.722 -7.213
H 5.480 7.342 -8.123
C 14.342 -4.787 -5.878
C 13.921 -3.464 -6.540
C 13.456 -2.382 -5.522
O 12.326 -2.758 -4.801
C 11.934 -1.849 -3.798
N 15.013 -2.965 -7.343
H 13.456 -5.369 -5.625
H 14.962 -4.809 -4.982
H 14.938 -5.424 -6.532
H 13.118 -3.686 -7.243
H 13.250 -1.436 -6.021
H 14.258 -2.246 -4.796
H 11.564 -0.876 -4.123
H 12.572 -1.702 -2.927
H 11.075 -2.392 -3.402
H 15.288 -3.701 -7.976
H 14.731 -2.266 -8.016
C -2.957 -1.288 -4.777
C -2.085 -0.165 -5.365
C -0.612 -0.680 -5.717
O 0.133 -0.947 -4.551
C 1.502 -1.177 -4.823
N -2.757 0.483 -6.468
H -2.372 -1.694 -3.951
H -3.074 -2.088 -5.509
H -3.935 -0.906 -4.486
H -1.830 0.571 -4.603
H -0.056 0.040 -6.317
H -0.709 -1.551 -6.365
H 2.128 -1.087 -3.935
H 1.851 -0.386 -5.487
H 1.751 -2.153 -5.239
H -2.292 1.327 -6.770
H -3.748 0.637 -6.348
C 3.982 -2.701 2.695
C 3.316 -1.385 2.395
C 2.108 -1.520 1.473
O 2.300 -2.160 0.227
C 2.998 -1.421 -0.774
N 2.861 -0.764 3.705
H 4.309 -3.232 1.801
H 3.454 -3.518 3.188
H 4.790 -2.439 3.378
H 4.057 -0.721 1.948
H 1.709 -0.525 1.272
H 1.258 -1.951 2.002
H 2.566 -0.427 -0.891
H 2.936 -1.856 -1.772
H 4.080 -1.371 -0.655
H 3.612 -0.789 4.380
H 2.634 0.218 3.653
C 3.764 -8.869 -3.202
C 5.180 -8.230 -3.233
C 6.340 -9.196 -2.963
O 7.575 -8.505 -2.826
C 8.707 -9.344 -2.718
N 5.304 -7.577 -4.537
H 3.465 -9.170 -2.197
H 3.739 -9.768 -3.817
H 2.993 -8.194 -3.575
H 5.315 -7.461 -2.473
H 6.387 -9.898 -3.795
H 6.125 -9.912 -2.170
H 9.609 -8.735 -2.650
H 8.819 -9.846 -3.679
H 8.691 -10.019 -1.862
H 5.057 -8.268 -5.232
H 6.291 -7.534 -4.744
C 10.517 -3.340 4.372
C 11.262 -2.565 3.253
C 10.824 -3.176 1.826
O 11.186 -2.272 0.817
C 10.643 -2.564 -0.440
N 10.818 -1.200 3.312
H 9.454 -3.491 4.185
H 10.646 -2.803 5.312
H 11.002 -4.264 4.687
H 12.351 -2.611 3.239
H 9.760 -3.406 1.764
H 11.440 -4.068 1.712
H 9.567 -2.405 -0.515
H 10.936 -3.526 -0.860
H 11.060 -1.797 -1.092
H 9.814 -1.195 3.423
H 10.988 -0.985 2.340
C 9.596 -2.814 -12.126
C 10.597 -3.706 -11.375
C 10.595 -3.734 -9.810
O 10.936 -2.404 -9.385
C 10.691 -2.111 -8.025
N 10.273 -5.031 -11.933
H 9.637 -1.831 -11.657
H 8.588 -3.221 -12.048
H 9.787 -2.665 -13.189
H 11.580 -3.366 -11.702
H 11.358 -4.367 -9.356
H 9.660 -4.058 -9.353
H 11.016 -2.870 -7.312
H 9.640 -1.907 -7.825
H 11.304 -1.271 -7.698
H 10.964 -5.676 -11.577
H 10.602 -4.958 -12.885
C 1.447 2.484 -3.833
C 2.619 2.899 -2.872
C 3.715 1.820 -2.737
O 4.804 2.321 -2.080
C 5.751 1.249 -1.913
N 3.071 4.179 -3.416
H 0.886 3.372 -4.127
H 0.732 1.811 -3.361
H 1.814 1.991 -4.733
H 2.153 2.972 -1.890
H 3.960 1.484 -3.745
H 3.361 0.964 -2.162
H 5.467 0.399 -1.293
H 6.602 1.583 -1.319
H 6.195 0.876 -2.835
H 3.899 4.404 -2.883
H 3.458 4.036 -4.338
C 2.077 -1.347 -8.622
C 1.096 -1.915 -9.670
O 1.511 -1.551 -10.936
H 2.123 -0.263 -8.728
H 3.120 -1.601 -8.811
H 1.774 -1.549 -7.595
H 0.108 -1.498 -9.473
H 1.071 -3.000 -9.571
H 1.072 -2.151 -11.543
```

Properties
**HOMO level (spin up / spin down)**: -0.590 / -6.089 eV
**Charge**: -1
**Gap between HOMO and LUMO (spin up / spin down)**: 0.078 / 0.275 hartree
**E_LUMO (spin up / spin down)**: 1.53 / 1.41 eV
**2S+1**: 5
**<S²>**: 6.01
**E_tot**: -6010.525962 hartree

[2]
Here is an isolated molecule of C2H5NO2 from OMol25. Energies are from ωB97M-V/def2-TZVPD.

```
10
C2H5NO2 | OMol25 | ωB97M-V/def2-TZVPD
N -0.711 1.232 0.316
C 0.482 0.575 0.351
O 1.468 1.007 0.920
C 0.528 -0.789 -0.334
O -0.721 -1.303 -0.745
H -0.714 2.158 0.717
H -1.408 1.003 -0.376
H 1.153 -0.700 -1.228
H 1.055 -1.458 0.358
H -1.132 -1.725 0.019
```

Properties
**HOMO level**: -9.757 eV
**Gap between HOMO and LUMO**: 0.384 hartree
**SMILES**: NC(=O)CO
**E_LUMO**: 0.69 eV
**E_tot**: -284.455446 hartree

[3]
Here is the ion C3H11N2 with charge +1 in a non-equilibrium geometry from OMol25. Energies are from ωB97M-V/def2-TZVPD.

```
16
C3H11N2 | OMol25 | ωB97M-V/def2-TZVPD
C -1.395 1.389 -0.802
N 0.067 1.074 -0.248
C 0.734 -0.253 -0.780
C 0.392 -1.425 0.238
N 0.311 -0.807 1.544
H -2.116 0.576 -0.466
H -1.819 2.366 -0.370
H -1.525 1.179 -1.872
H 0.562 1.931 -0.475
H 0.204 0.713 0.753
H 1.843 -0.245 -1.076
H 0.289 -0.488 -1.805
H 1.013 -2.345 0.197
H -0.544 -1.876 -0.106
H 1.220 -0.628 1.955
H -0.157 -1.319 2.250
```

Properties
**HOMO level**: -14.722 eV
**Charge**: +1
**Gap between HOMO and LUMO**: 0.432 hartree
**SMILES**: C[NH2+]CCN
**E_LUMO**: -2.97 eV
**E_tot**: -230.119971 hartree

[4]
Here is a structure of composition C29H50N7PSV from OMol25. Energies are from ωB97M-V/def2-TZVPD.

```
89
C29H50N7PSV | OMol25 | ωB97M-V/def2-TZVPD
V -1.674 -0.212 0.991
N -1.706 -1.941 -0.402
C -1.713 -3.236 0.343
C -2.599 -3.083 1.559
N -2.150 -1.905 2.357
C -3.241 -1.415 3.252
C -4.382 -0.824 2.436
N -3.842 -0.186 1.185
C -0.973 -2.298 3.195
C -0.100 -1.090 3.409
N 0.127 -0.524 2.050
H -2.522 -1.940 -1.008
H -0.903 -1.897 -1.033
H -0.688 -3.478 0.618
H -2.075 -4.048 -0.285
H -2.579 -3.983 2.176
H -3.632 -2.933 1.245
H -2.814 -0.661 3.913
H -3.607 -2.228 3.881
H -4.910 -0.085 3.032
H -5.110 -1.581 2.159
H -4.070 0.806 1.195
H -4.341 -0.569 0.387
H -0.408 -3.057 2.653
H -1.303 -2.745 4.133
H 0.839 -1.356 3.891
H -0.590 -0.337 4.023
H 0.720 -1.159 1.513
H 0.656 0.343 2.111
C -0.291 4.032 3.867
N -0.430 3.938 2.405
C 0.080 4.854 1.496
C -0.284 4.451 0.273
N -1.033 3.278 0.437
C -1.098 2.982 1.760
S -1.860 1.661 2.540
C -1.773 2.674 -0.615
C -2.151 3.486 -1.673
C -2.876 2.954 -2.719
C -3.230 1.613 -2.669
C -2.822 0.885 -1.581
N -2.090 1.373 -0.549
H 0.330 4.892 4.095
H 0.180 3.130 4.251
H -1.269 4.158 4.325
H 0.666 5.703 1.805
H -0.039 4.862 -0.690
H -1.919 4.540 -1.659
H -3.181 3.582 -3.546
H -3.810 1.143 -3.451
H -3.099 -0.155 -1.525
C 3.999 1.055 -1.446
C 2.867 0.764 -0.454
C 1.958 1.995 -0.394
C 3.464 0.528 0.940
P 1.726 -0.647 -0.957
C 1.453 -0.358 -2.735
C 2.398 -0.583 -3.741
C 2.095 -0.328 -5.069
C 0.844 0.166 -5.423
C -0.104 0.399 -4.440
C 0.204 0.133 -3.111
C 2.601 -2.308 -0.813
C 2.369 -2.816 0.621
C 1.885 -3.270 -1.766
C 4.107 -2.340 -1.096
H 4.555 1.930 -1.098
H 3.618 1.286 -2.441
H 4.708 0.233 -1.526
H 2.521 2.851 -0.009
H 1.105 1.818 0.271
H 1.573 2.260 -1.384
H 4.194 1.312 1.153
H 3.987 -0.420 1.029
H 2.712 0.580 1.735
H 3.383 -0.957 -3.496
H 2.839 -0.511 -5.833
H 0.614 0.363 -6.462
H -1.082 0.779 -4.712
H -0.535 0.308 -2.341
H 1.297 -2.945 0.825
H 2.805 -2.165 1.381
H 2.830 -3.800 0.744
H 0.796 -3.255 -1.627
H 2.223 -4.291 -1.570
H 2.085 -3.046 -2.812
H 4.678 -1.702 -0.425
H 4.350 -2.066 -2.121
H 4.468 -3.362 -0.950
```

Properties
**HOMO level (spin up / spin down)**: -15.935 / -15.951 eV
**Charge**: +3
**Gap between HOMO and LUMO (spin up / spin down)**: 0.227 / 0.255 hartree
**E_LUMO (spin up / spin down)**: -9.75 / -9.00 eV
**2S+1**: 3
**<S²>**: 2.02
**E_tot**: -3201.106384 hartree

[5]
Here is the ion C6H13N with charge -1 in a non-equilibrium geometry from OMol25. Energies are from ωB97M-V/def2-TZVPD.

```
20
C6H13N | OMol25 | ωB97M-V/def2-TZVPD
C -2.165 1.438 0.323
C -0.775 0.864 0.383
C -0.638 -0.647 0.562
C 0.757 -1.136 0.185
C 2.205 -1.266 -1.867
C 1.020 -1.191 -1.287
N 0.009 1.521 1.463
H -2.847 0.999 -0.415
H -2.230 2.529 0.284
H -2.707 1.315 1.280
H -0.213 1.174 -0.502
H -1.402 -1.106 -0.061
H -0.879 -0.866 1.604
H 1.433 -0.430 0.671
H 0.844 -2.122 0.635
H 2.349 -1.261 -2.938
H 3.080 -1.391 -1.241
H 0.122 -1.215 -1.911
H -0.449 1.344 2.352
H 0.050 2.522 1.306
```

Properties
**HOMO level (spin up / spin down)**: 1.455 / -5.600 eV
**Charge**: -1
**Gap between HOMO and LUMO (spin up / spin down)**: 0.082 / 0.338 hartree
**E_LUMO (spin up / spin down)**: 3.69 / 3.60 eV
**2S+1**: 2
**<S²>**: 0.75
**E_tot**: -291.079029 hartree

[6]
Here is an isolated molecule of C6H10 in a non-equilibrium geometry from OMol25. Energies are from ωB97M-V/def2-TZVPD.

```
16
C6H10 | OMol25 | ωB97M-V/def2-TZVPD
C 2.494 -0.659 -0.665
C 1.696 0.252 -0.036
C 0.248 0.182 0.125
C -0.400 1.029 1.237
C -0.576 -0.445 -0.771
C -2.059 -0.578 -0.492
H 2.236 -1.768 -0.576
H 3.669 -0.531 -0.891
H 2.170 0.887 0.642
H 0.295 1.673 1.617
H -1.361 1.540 0.893
H -0.737 0.412 2.057
H -0.277 -0.321 -1.802
H -2.629 -0.561 -1.372
H -2.392 -1.454 0.068
H -2.377 0.342 -0.035
```

Properties
**HOMO level**: -8.119 eV
**Gap between HOMO and LUMO**: 0.316 hartree
**SMILES**: C=C/C(C)=C/C
**E_LUMO**: 0.49 eV
**E_tot**: -234.501254 hartree

[7]
Here is a cluster of 10 separate species, C2H24O10 in total in a non-equilibrium geometry from OMol25. Energies are from ωB97M-V/def2-TZVPD.

```
36
C2H24O10 | OMol25 | ωB97M-V/def2-TZVPD
C 3.666 3.198 11.578
C 2.299 2.897 12.147
O 1.447 3.911 11.711
H 3.791 2.988 10.516
H 4.488 2.703 12.095
H 3.984 4.231 11.720
H 2.445 3.113 13.206
H 1.853 1.916 11.981
H 1.957 4.722 11.774
O 5.382 -0.053 9.957
H 5.227 0.260 10.848
H 5.243 -0.999 10.007
O 4.717 0.042 12.784
H 3.922 -0.492 12.776
H 5.018 0.011 13.692
O 2.892 6.661 12.016
H 2.660 7.267 11.312
H 3.242 7.221 12.708
O 4.362 6.163 9.288
H 5.076 5.687 9.711
H 4.798 6.838 8.768
O 5.425 6.496 12.815
H 4.689 6.446 12.206
H 6.175 6.727 12.267
O -0.916 3.816 10.441
H -0.022 3.924 10.764
H -1.201 2.976 10.802
O 4.296 1.956 8.108
H 5.117 2.447 8.069
H 4.433 1.317 8.808
O 1.500 0.297 14.471
H 0.642 0.082 14.107
H 2.119 0.067 13.778
O 6.979 2.103 12.378
H 7.501 2.049 11.578
H 6.402 1.340 12.340
```

Properties
**HOMO level**: -9.876 eV
**Gap between HOMO and LUMO**: 0.354 hartree
**SMILES**: CCO.O.O.O.O.O.O.O.O.O
**E_LUMO**: -0.25 eV
**E_tot**: -842.949236 hartree

[8]
Here is a cluster of 2 separate species, C26H28N2O3S in total in a non-equilibrium geometry from OMol25. Energies are from ωB97M-V/def2-TZVPD.

```
60
C26H28N2O3S | OMol25 | ωB97M-V/def2-TZVPD
C -5.878 8.073 -0.456
C -5.799 7.022 0.465
C -4.609 6.695 1.040
C -3.424 7.402 0.724
C -2.157 7.078 1.295
C -2.009 5.989 2.315
C -2.215 6.490 3.750
C -2.220 5.337 4.787
C -1.171 5.632 5.888
C 0.223 5.761 5.220
C 0.193 6.928 4.216
N -1.185 7.511 4.147
C -1.568 8.083 5.467
C -1.532 6.986 6.552
C -1.063 7.822 0.942
C -1.153 8.884 0.036
C -2.348 9.204 -0.526
C -3.512 8.471 -0.201
C -4.764 8.782 -0.781
H -6.827 8.321 -0.903
H -6.688 6.468 0.721
H -4.569 5.888 1.747
H -2.698 5.167 2.096
H -1.016 5.540 2.227
H -3.183 7.012 3.786
H -3.216 5.213 5.228
H -1.988 4.391 4.286
H -1.164 4.822 6.640
H 1.000 5.920 5.978
H 0.480 4.825 4.710
H 0.877 7.728 4.519
H 0.516 6.615 3.219
H -0.881 8.903 5.699
H -2.564 8.529 5.377
H -2.500 6.912 7.062
H -0.795 7.233 7.326
H -0.109 7.583 1.376
H -0.268 9.449 -0.211
H -2.424 10.022 -1.221
H -4.822 9.593 -1.487
C 3.710 1.462 -2.777
C 2.557 1.217 -1.868
C 1.259 1.408 -2.319
C 0.187 1.184 -1.482
C 0.399 0.767 -0.191
S -1.011 0.418 0.888
O -2.078 0.048 -0.092
O -0.442 -0.580 1.845
N -1.216 1.899 1.542
C -2.159 1.998 2.382
O -3.015 2.112 3.151
C 1.677 0.578 0.273
C 2.753 0.800 -0.559
H 4.660 1.273 -2.276
H 3.659 0.813 -3.652
H 3.716 2.498 -3.122
H 1.091 1.722 -3.335
H -0.826 1.303 -1.833
H 1.819 0.227 1.283
H 3.753 0.638 -0.195
```

Properties
**HOMO level**: -8.054 eV
**Gap between HOMO and LUMO**: 0.311 hartree
**SMILES**: c1ccc2c(C[C@H]3CC4CCN3CC4)cccc2c1.Cc1ccc(S(=O)(=O)N=C=O)cc1
**E_LUMO**: 0.40 eV
**E_tot**: -1740.946158 hartree

Which value of E_tot does entry 3 give?
-230.119971 hartree